(1)
ORCA calculation (ωB97M-V/def2-TZVPD) on a structure of composition C16H43ClO6Si2Y at a distorted geometry.

The geometry in XYZ format:
```
69
Properties=species:S:1:pos:R:3:forces:R:3:lowdin_charge:R:1
O -1.335805 0.379930 2.176124 0.6 -0.6 1.0 -0.08
O -1.877871 2.421130 1.143531 0.0 0.9 -0.6 -0.20
C -1.923467 -0.857413 1.629509 -0.2 0.3 -0.6 -0.14
C -1.549979 -2.101650 2.371199 0.2 -0.3 0.2 -0.05
H -1.582229 -0.908039 0.585496 -0.1 0.0 0.3 0.12
H -3.002899 -0.665234 1.638063 0.2 -0.2 0.1 0.14
H -0.529808 -2.425867 2.146882 -0.1 0.2 0.2 0.07
H -2.207284 -2.900584 2.023558 0.0 0.1 0.0 0.10
H -1.696107 -2.007840 3.449713 0.0 0.0 -0.1 0.09
C -0.383316 0.498871 3.312660 0.0 -0.5 -0.4 -0.15
C -1.035262 1.140409 4.496561 0.0 0.1 0.6 -0.04
H 0.474982 1.089927 2.968454 -0.3 -0.3 -0.2 0.10
H -0.051160 -0.526269 3.500178 0.0 0.4 0.0 0.12
H -1.356015 2.173340 4.300165 0.0 -0.4 -0.1 0.08
H -0.250062 1.203362 5.259221 -0.2 0.0 0.0 0.10
H -1.862760 0.554287 4.919035 0.2 0.2 -0.2 0.10
C -0.860709 3.406127 0.777601 -0.3 -0.2 -0.4 -0.20
C -3.200189 2.695050 0.623519 0.5 -0.1 -0.2 -0.22
C -0.172676 3.981788 1.976552 0.1 0.1 0.3 -0.05
H -1.386034 4.208048 0.232459 0.2 -0.4 0.1 0.13
H -0.143211 2.917047 0.101120 -0.3 0.1 0.1 0.12
H -0.904304 4.206455 2.761959 0.2 0.0 -0.1 0.09
H 0.280619 4.921376 1.650241 0.2 -0.1 0.3 0.09
H 0.605291 3.314080 2.365278 -0.1 0.2 0.0 0.07
C -3.991551 3.459665 1.646059 -0.1 0.2 0.1 -0.05
H -3.624507 1.725343 0.344858 -0.1 0.1 0.1 0.12
H -3.063771 3.285644 -0.294093 -0.2 -0.3 0.1 0.12
H -3.782877 3.101716 2.661636 -0.3 -0.1 -0.2 0.09
H -5.048196 3.364828 1.404624 -0.1 0.2 0.2 0.09
H -3.704028 4.511515 1.614266 -0.1 0.0 0.1 0.09
H -1.713382 1.301912 1.849860 0.4 0.1 -0.6 0.07
Y 2.348845 -0.911413 -0.967856 1.1 -1.1 0.3 1.31
C 1.076147 0.333381 -2.186698 -1.5 0.9 1.2 -0.40
Si -0.302415 0.929009 -3.242150 -0.5 0.2 -0.2 0.39
H 1.312699 1.261499 -1.589604 0.2 -0.4 0.0 0.00
H 0.378068 -0.257229 -1.467508 0.4 0.6 -0.3 -0.02
C -1.952281 0.264581 -2.624848 -0.4 -0.5 -0.1 -0.19
C 0.207692 0.310158 -4.920911 -0.5 0.2 -0.5 -0.19
C -0.663234 2.770132 -2.987540 0.3 0.3 -0.3 -0.18
C 1.005454 -2.822694 -0.571456 -0.3 0.1 0.1 -0.37
Si 2.380764 -3.841518 -1.293687 -1.0 -0.1 0.6 0.34
H 0.063484 -2.906233 -1.152442 0.5 -0.1 0.1 0.00
H 0.767563 -3.098229 0.475863 0.3 0.1 -0.4 -0.02
C 2.604807 -3.204036 -3.056289 0.0 -0.1 -0.1 -0.19
C 2.099534 -5.677269 -1.201269 0.2 -0.3 -0.2 -0.17
C 3.989430 -3.396104 -0.383027 0.1 0.0 -0.1 -0.19
H -1.245487 3.193623 -3.824123 0.3 -0.1 0.3 0.04
H 0.265297 3.351226 -2.868139 -0.3 0.0 -0.1 0.03
H -1.279223 2.906587 -2.076681 0.4 -0.2 -0.4 0.00
H -1.974637 -0.830078 -2.520275 -0.1 0.2 -0.1 0.03
H -2.772676 0.568169 -3.299143 0.3 -0.2 0.2 0.04
H -2.194701 0.704673 -1.641617 0.2 -0.1 -0.2 0.01
H 0.566583 -0.726937 -4.832288 -0.1 0.3 0.0 0.03
H 1.030303 0.932986 -5.296075 -0.1 -0.2 0.0 0.04
H -0.621170 0.342393 -5.638679 0.3 0.0 -0.1 0.03
H 1.022618 -5.893112 -1.216822 0.3 0.1 0.0 0.04
H 2.516400 -6.086487 -0.270312 -0.1 0.1 -0.2 0.04
H 2.575267 -6.184332 -2.051402 -0.1 -0.1 0.2 0.04
H 3.888964 -3.551571 0.703027 0.1 0.1 -0.4 0.05
H 4.428151 -2.386470 -0.550388 0.0 -0.4 0.1 0.02
H 4.732808 -4.109375 -0.775619 0.0 0.3 0.2 0.05
H 3.189831 -3.976156 -3.577705 0.0 0.4 -0.1 0.05
H 3.164466 -2.252115 -3.156996 -0.1 -0.3 -0.2 0.02
H 1.635683 -3.087935 -3.563206 0.3 0.0 0.1 0.04
O 3.108019 1.072343 2.540485 0.3 -0.5 -0.6 -0.27
Cl 3.368430 -0.012575 1.653824 -0.4 -0.5 0.2 0.76
O 4.283093 -0.989093 2.178846 -1.0 1.1 -0.6 -0.26
O 2.028410 -0.687366 1.310753 1.6 0.8 0.5 -0.46
O 3.845580 0.478613 0.305672 -0.5 -0.6 1.1 -0.42
```
Positions in Å, forces in eV/Å.

- Net charge: +1
- Highest occupied orbital energy: -10.72 eV
- Spin multiplicity: 1
- Energy relative to the best compared isomer or geometry (same formula, charge and spin): 2.320 eV
- Gap between HOMO and LUMO: 8.35 eV

***

(2)
ORCA calculation (ωB97M-V/def2-TZVPD) on a structure of composition C16H43N6O9Sr2 at a distorted geometry.

The geometry in XYZ format:
```
76
Properties=species:S:1:pos:R:3:forces:R:3:lowdin_charge:R:1
Sr 5.419780 -0.315028 -3.461594 -1.2 -0.5 1.2 1.74
Sr 1.692726 1.063476 -5.789288 -1.1 0.0 1.5 1.77
C 1.330545 -0.428279 -1.426826 0.8 0.5 0.8 0.04
C 1.696569 0.205820 -2.715519 -2.1 0.1 -1.3 -0.70
O 0.810662 0.779890 -3.411748 0.8 0.0 -0.6 -0.15
O 2.869133 0.093548 -3.216958 2.5 0.1 -1.0 -0.31
H 2.086891 -0.101871 -0.702227 -0.1 -0.1 0.1 0.11
H 1.412173 -1.515196 -1.483203 -0.2 0.0 -0.2 0.08
H 0.357143 -0.110251 -1.065374 -0.1 -0.1 -0.2 0.09
C 3.304859 4.107084 -0.524744 -1.0 -0.5 3.1 -0.65
O 2.155060 4.075375 -0.099802 0.7 0.2 -1.1 0.05
N 4.301585 4.778735 0.142996 0.3 0.7 -0.7 0.16
N 3.744833 3.190830 -1.433463 -0.1 -0.5 -1.6 0.13
H 5.030828 5.202560 -0.416159 0.1 -0.1 0.1 0.10
H 3.961205 5.420502 0.847751 -0.1 -0.1 -0.1 0.12
H 4.712904 2.975988 -1.557924 0.2 0.2 0.2 0.07
H 3.045136 2.554330 -1.773837 0.0 0.1 0.1 0.07
C -3.018826 -0.655024 0.379150 -2.4 -0.1 -1.4 -0.67
O -4.160205 -0.326553 0.067453 1.1 0.0 0.3 0.04
N -2.215968 0.065145 1.188326 1.2 -0.1 0.4 0.17
N -2.457912 -1.798267 -0.162845 0.6 0.9 0.9 0.14
H -2.521073 0.892051 1.669058 -0.4 0.0 -0.1 0.10
H -1.365187 -0.368496 1.497372 0.0 0.2 0.2 0.09
H -1.588615 -2.091092 0.239799 0.0 -0.6 -0.5 0.06
H -2.907602 -2.217451 -0.950620 0.0 -0.3 0.1 0.10
C -1.014402 3.134397 -0.512281 0.4 -0.3 1.2 -0.10
O -1.808973 3.316631 0.645246 -1.0 -1.0 -0.1 -0.21
C -1.280594 4.115172 1.684462 1.4 1.1 -0.9 -0.23
C -1.773721 3.726239 3.047579 -2.2 0.0 -0.1 -0.16
N -3.253690 3.948908 3.069198 0.6 0.1 -0.1 -0.01
C -3.621646 5.277470 3.547717 0.3 -0.2 -0.1 -0.20
C -5.054344 5.583501 3.223909 -1.0 1.3 0.7 -0.24
O -5.124727 6.035375 1.905650 0.8 -0.7 -1.9 -0.20
C -6.401514 6.386936 1.369448 0.2 0.0 2.0 -0.06
H -0.344463 2.305930 -0.253662 0.5 0.1 -0.4 0.07
H -0.447151 4.038022 -0.733049 0.1 0.0 -0.2 0.08
H -1.594655 2.797110 -1.366726 -0.5 0.3 0.2 0.09
H -1.598524 5.121836 1.379039 0.3 0.3 0.8 0.14
H -0.178125 4.098380 1.708861 -0.1 -0.1 -0.3 0.12
H -1.380837 4.333117 3.860416 0.5 0.0 -0.2 0.12
H -1.548084 2.678414 3.261181 0.0 0.0 0.0 0.11
H -3.584375 3.909282 2.106356 -0.2 -0.4 0.1 0.11
H -2.997627 6.025820 3.036815 -0.1 0.2 0.1 0.13
H -3.442998 5.380613 4.619647 0.0 -0.2 0.0 0.13
H -5.403619 6.429438 3.841674 0.2 -0.2 0.3 0.13
H -5.726710 4.751584 3.474579 0.1 -0.2 -0.4 0.14
H -6.399233 6.546165 0.298192 0.5 -0.2 -0.1 0.09
H -6.651896 7.323031 1.879482 -0.6 0.0 -0.2 0.09
H -7.092951 5.597214 1.669962 -0.4 0.2 -0.3 0.09
C 2.576711 -8.035041 -2.729071 0.4 -1.1 0.9 -0.12
O 1.348728 -7.351831 -2.755328 0.5 0.6 0.0 -0.19
C 0.723256 -7.104377 -1.490663 0.1 -0.4 -1.4 -0.21
C -0.089759 -5.834599 -1.665307 0.4 -0.3 1.1 -0.18
N 0.697291 -4.607803 -1.893954 0.1 0.4 -0.4 -0.05
C 1.857973 -4.337094 -1.058083 0.1 -1.0 -0.1 -0.23
C 1.494814 -3.948081 0.343672 -0.1 -0.5 0.9 -0.23
O 2.668643 -3.627096 1.074931 -0.4 1.0 -0.8 -0.19
C 2.363297 -3.315401 2.428152 0.4 -0.4 0.5 -0.09
H 3.461298 -7.423445 -2.933145 -0.3 0.3 -0.4 0.08
H 2.559537 -8.915191 -3.374303 -0.1 0.3 -0.4 0.09
H 2.781360 -8.480102 -1.745941 -0.2 0.2 0.1 0.09
H 1.462486 -7.026819 -0.687265 0.0 0.0 0.0 0.11
H 0.069462 -7.961853 -1.303321 -0.1 0.2 0.4 0.14
H -0.685526 -5.827945 -0.745909 -0.3 0.8 -0.3 0.12
H -0.715709 -5.882322 -2.550934 -0.3 -0.4 0.2 0.13
H 1.056728 -4.755239 -2.831548 0.0 0.2 0.0 0.10
H 2.472366 -3.555023 -1.514446 -0.3 0.3 -0.2 0.07
H 2.522426 -5.212682 -1.028117 0.1 0.1 0.3 0.12
H 1.014186 -4.803276 0.835615 -0.1 -0.1 -0.1 0.13
H 0.751658 -3.144513 0.399948 0.1 0.2 -0.3 0.11
H 1.911997 -4.216628 2.851661 0.2 0.2 0.5 0.10
H 1.702232 -2.468550 2.650225 -0.3 0.0 -0.8 0.09
H 3.306625 -3.039504 2.896583 0.0 -0.5 0.1 0.09
O 4.471372 -2.188485 -2.046277 0.3 0.1 -0.5 -0.17
H 4.254476 -3.001890 -2.529321 0.0 -0.1 0.4 0.08
H 3.990272 -2.273612 -1.201356 0.2 0.0 0.0 0.07
```
Positions in Å, forces in eV/Å.

- Net charge: +3
- Highest occupied orbital energy: -12.97 eV
- Spin multiplicity: 1
- Gap between HOMO and LUMO: 1.22 eV